This record from the OMol25 dataset describes a molecular structure, C2H5NO3S. The level of theory is ωB97M-V/def2-TZVPD.

Geometry as XYZ:
```
12
Properties=species:S:1:pos:R:3:lowdin_charge:R:1
C -0.75734 -1.97044 -0.29827 0.0428
C 1.11893 1.31021 -0.18567 -0.1318
N -1.24447 -1.32236 0.57768 0.1989
O 3.08560 -0.37660 -0.64657 -0.2997
O 1.74433 -0.71905 1.40268 -0.3204
O 0.87765 -1.21679 -0.84652 -0.3552
S 1.81716 -0.34145 0.01915 0.4662
H -0.72613 -2.79226 -0.97379 0.1199
H 0.18055 1.34127 0.34934 0.0493
H 1.83312 2.01337 0.21654 0.0610
H 0.97499 1.46574 -1.24553 0.0599
H -2.06704 -1.43282 1.14394 0.1089
```

* energy above the lowest of the compared OMol25 structures with the same formula, charge and spin: 73.9 kcal per mole
* HOMO energy: -10.11 eV
* electronic energy: -757.78320 Eh
* total charge: 0
* orbital gap: 0.3778 Ha

=====

This record from the OMol25 dataset describes 2 unconnected molecules or ions with the total composition C2H5NO3S. The level of theory is ωB97M-V/def2-TZVPD.

Geometry as XYZ:
```
12
Properties=species:S:1:pos:R:3:lowdin_charge:R:1
C 1.01848 -0.34365 -2.36111 -0.1701
C -0.66224 -0.06990 1.18681 -0.5420
N 0.48227 -0.05117 2.07492 0.0221
O -1.55550 1.02331 1.24791 -0.2922
O -1.79298 0.31049 -1.23333 -0.4709
O 0.69354 0.79689 -2.45379 -0.0861
S -0.86577 0.96889 -0.31498 0.9985
H 1.12205 -0.85706 -1.21959 0.1324
H 1.24455 -0.92037 -3.30459 0.0958
H -1.02095 -1.16543 1.14269 0.1552
H 0.98172 0.82877 2.27375 0.0882
H 0.35482 -0.52077 2.96131 0.0691
```

* energy above the lowest of the compared OMol25 structures with the same formula, charge and spin: 89.3 kcal per mole
* HOMO energy: -9.31 eV
* electronic energy: -757.75862 Eh
* total charge: 0
* orbital gap: 0.3673 Ha